[1]
The following is a DFT calculation (ωB97M-V/def2-TZVPD) of an isolated ion of composition C6H6N and charge +1 at a distorted geometry.

Positions of all 13 atoms, in Å:
C 2.078 0.253 0.010
C 1.565 -1.068 0.021
C 1.210 1.342 -0.041
C 0.270 -1.491 0.124
C -1.098 0.376 -0.123
C -2.343 -0.182 0.014
N -0.136 1.054 -0.056
H 3.173 0.516 0.263
H 2.015 -1.997 -0.326
H 1.380 2.453 -0.181
H -2.778 -0.454 -0.940
H -2.226 -1.110 0.623
H -3.113 0.308 0.612

Gap between HOMO and LUMO ... 8.74 eV
Total energy ... -286.5035 Eh
Energy relative to the best compared isomer or geometry (same formula, charge and spin) ... 82.7 kcal per mole
E_LUMO ... -5.53 eV
Charge ... +1
F_max ... 0.0861 hartree/bohr

Atom-resolved charges from Löwdin, all expressed in e: -0.04, -0.17, -0.04, 0.30, -0.05, -0.01, 0.19, 0.16, 0.13, 0.16, 0.12, 0.12, 0.13

***

[2]
The following is a DFT calculation (ωB97M-V/def2-TZVPD) of an isolated molecule of C5H6N2O at a distorted geometry.

Positions of all 14 atoms, in Å:
C -1.428 -0.498 0.923
N -1.736 0.681 1.215
C -0.565 1.474 0.841
C 0.239 0.633 0.098
C -0.139 -0.642 0.173
C 0.637 -1.568 -0.649
O 1.319 -0.657 -1.511
N 1.385 0.608 -0.709
H -2.099 -1.318 1.003
H -0.100 1.970 1.635
H -1.074 2.351 0.504
H -0.023 -2.146 -1.323
H 1.320 -2.382 -0.127
H 1.420 1.364 -1.463

Gap between HOMO and LUMO ... 9.05 eV
Total energy ... -378.7224 Eh
Energy relative to the best compared isomer or geometry (same formula, charge and spin) ... 93.2 kcal per mole
SMILES ... C1=NCC2=C1CON2
E_LUMO ... 0.83 eV
Charge ... 0
F_max ... 0.1184 hartree/bohr

Atom-resolved charges from Löwdin, all expressed in e: -0.11, 0.06, -0.17, -0.25, -0.13, -0.16, -0.11, 0.07, 0.10, 0.13, 0.13, 0.12, 0.15, 0.16

***

Which of these has the highest charge? C6H6N